Record 1
Formula: C28H25BrCl52N4O2P
Source: OMol25
Level of theory: the ωB97M-V functional and the def2-TZVPD basis

Each line ends with the Löwdin charge.
Geometry (Å):
Cl 3.41282 3.73158 4.53665  0.558
H 3.79497 -5.20628 -0.21662  0.022
C -0.28277 -1.86002 1.53595  -0.236
H 1.37747 1.22588 1.12633  -0.006
Cl -2.69933 -0.51061 -2.55043  0.522
C -0.54215 8.32273 -2.98046  -2.051
Cl -8.84900 0.06883 1.93347  0.457
Cl -5.35726 6.96540 -2.61134  0.505
H 1.54253 -3.36766 1.03524  0.073
Cl -1.56849 9.71445 -3.33129  0.534
Cl -1.06185 8.28999 5.01418  0.531
Cl -2.38199 2.34360 -2.56845  0.513
Cl -6.61609 4.37566 4.01091  0.514
Cl -1.67022 -0.94965 -8.28281  0.524
C 3.48959 -2.42161 -3.63440  -0.253
C -7.34590 2.24953 -2.01905  -2.030
N 4.29927 -4.91755 0.60877  0.080
Cl -3.98405 -4.32014 -3.35926  0.531
H 4.39162 -2.12310 2.27712  0.089
Cl -5.18955 -5.63584 -1.09438  0.554
C -2.51721 7.33360 4.71491  -2.043
C -0.74042 -2.32859 -7.69048  -2.064
Cl -9.08782 -2.43868 3.33548  0.536
H 0.08148 -1.45474 -0.60351  0.042
C 5.87844 1.38935 -0.83789  -0.158
Cl 7.53959 -6.26258 5.82272  0.546
Cl -6.68210 9.25161 -1.46026  0.554
Cl 1.43653 5.20394 3.04035  0.532
C -5.64409 7.87035 -1.11334  -2.035
Cl -8.91526 3.33092 2.60571  0.524
H -1.50539 -2.01650 -0.19204  0.021
Cl -3.53836 4.62835 -0.66586  0.477
N 1.90571 -0.80057 0.87359  -0.003
Cl -3.94283 4.53077 2.18356  0.471
N 3.08420 -4.28183 2.55929  0.083
C 1.08894 -1.28438 2.01173  -0.594
Cl 5.33855 -4.49453 5.24178  0.536
Cl 6.27305 -6.34050 3.23059  0.522
C 6.07962 -2.17723 -2.12604  -0.258
Cl -8.23950 2.00240 -3.51782  0.555
H 1.60412 -2.07300 2.54660  0.079
Cl -1.33286 7.30274 -1.77431  0.463
Cl -10.85355 -1.84453 1.13334  0.544
H 5.72906 2.45322 -0.68595  0.132
H -1.12673 -0.38232 0.20411  0.047
Cl -0.28380 7.39052 -4.45888  0.528
H 7.02470 -0.17246 0.03932  0.068
Cl -2.08526 5.61468 4.67839  0.486
Cl -6.42545 6.82102 0.07516  0.508
Cl -6.30074 2.21148 2.12282  0.477
Cl 4.87499 -7.32878 5.54836  0.523
H 3.75012 -1.52136 -4.18775  0.033
H -1.02802 -1.52235 2.24816  0.084
H 3.71003 -3.31264 -4.21381  0.043
C -9.21630 -1.64998 1.76051  -2.033
H 6.11929 0.96879 1.17953  0.075
C 6.35991 0.67007 0.16848  0.074
C -4.13576 -4.31992 -1.60119  -2.044
C 2.59212 -1.71820 0.13545  -0.163
C 3.47389 0.06485 -1.22372  -0.102
Cl -4.82443 -2.77725 -1.07350  0.498
C -2.79633 4.21545 0.88823  -1.981
H 2.94875 -5.27861 2.46922  0.012
H 5.24204 -2.51187 0.88691  0.055
Br 0.75042 0.09143 3.33532  0.838
Cl 1.13758 -6.71813 0.87552  0.524
Cl -7.63037 1.72734 4.63460  0.532
C 3.39836 -1.30337 -0.93938  -0.200
Cl 1.24916 -9.59585 0.71766  0.555
Cl -8.06217 -2.38293 0.63606  0.506
Cl -3.22551 7.81947 3.17156  0.504
Cl -8.33376 1.82499 -0.62562  0.485
C -1.65948 0.82558 -3.06817  -2.006
Cl -6.89254 3.95045 -1.84421  0.487
C -7.36551 2.90764 3.34562  -2.027
Cl -4.09864 8.42858 -0.46486  0.490
Cl -1.33160 5.18420 1.09759  0.495
Cl -0.57150 -3.52615 -8.97229  0.540
Cl 3.44049 -8.01680 -0.28319  0.543
Cl -0.07349 0.69186 -2.28314  0.579
H 2.36514 -3.68680 -0.45326  0.095
H -0.28214 -2.94390 1.62580  0.105
C 3.67402 -3.79220 1.29473  -0.630
Cl -2.36760 2.49374 0.91928  0.511
Cl -5.88052 1.24973 -2.03144  0.494
H 3.73914 -4.08109 3.30446  -0.005
C -0.69377 -1.37722 0.14906  -0.133
H 5.23878 -4.64795 0.35271  0.067
C 2.20270 -8.13761 0.97038  -2.037
N 4.71866 -2.86601 1.67454  0.111
C 1.96040 0.50716 0.56106  -0.171
Cl 0.86174 -1.77719 -7.17869  0.505
C 2.45306 -3.16454 0.49830  -0.081
P 4.29121 -2.55752 -1.98904  0.970
Cl -3.68470 7.61091 6.00845  0.540
H 6.34910 -1.39131 -2.82628  0.044
Cl -1.46425 0.75908 -4.81486  0.553
Cl 2.53648 2.75774 1.96668  0.601
C 4.30401 0.62772 -2.34202  -0.478
H 2.41427 -2.39989 -3.45859  0.045
C 6.01063 -6.11110 4.95986  -2.047
O 3.79638 0.82697 -3.38869  0.200
Cl -2.53330 -4.54037 -0.87445  0.523
Cl 1.01420 8.87860 -2.35345  0.526
H 6.54985 -3.09253 -2.48006  0.045
Cl 4.17592 5.13156 2.13067  0.549
O 5.60650 0.89548 -2.11811  0.047
H 2.77236 2.01748 -0.71957  0.128
Cl 2.96333 -8.19134 2.56150  0.527
H 6.46389 -1.97971 -1.13128  0.013
C 2.72550 0.96792 -0.47797  -0.041
Cl -1.57684 -3.05110 -6.30838  0.498
C 2.89180 4.22107 2.92755  -2.000

Cartesian forces (eV/Å) of the 3 atoms listed first:
Cl -0.007 -0.034 -0.034
H 0.088 0.067 -0.120
C 0.197 0.588 -0.103

Calculated values
- electronic energy (eV) = -769982.7722
- net charge = +1
- HOMO-LUMO gap (eV) = 7.238
- spin multiplicity = 1



Record 2
Formula: C5H11NO2
Source: OMol25
Level of theory: the ωB97M-V functional and the def2-TZVPD basis

Each line ends with the Löwdin charge.
Geometry (Å):
H -0.73002 0.90293 -1.51133  0.093
H 1.23813 -1.90774 -2.38720  0.061
H -1.89533 -0.01622 -0.66198  0.090
H 2.64519 -0.21467 -0.79120  0.013
C -0.06009 -0.99219 -1.02991  -0.177
H 0.22388 -0.61111 -3.02867  0.030
H 0.16265 -0.34539 2.14597  0.172
C -1.91800 0.08976 2.44147  -0.288
H 0.21853 -1.61218 -0.19865  0.099
H 3.79285 0.53512 -0.48811  0.013
C 0.55562 -1.08877 -2.19592  -0.003
N -0.60942 0.35315 1.86738  -0.027
H 0.56840 1.18622 0.28594  0.106
C -0.85988 0.22412 -0.70997  -0.189
H -2.76183 0.76263 2.12610  0.147
O 2.86770 0.65518 -0.45346  -0.036
C -0.48184 1.02042 0.62821  -0.224
H -1.12404 1.89520 0.75867  0.112
O -1.83249 -0.83646 3.20265  0.009

Cartesian forces (eV/Å) of the 3 atoms listed first:
H 0.013 0.900 -0.827
H 0.061 -0.119 0.019
H -1.187 -0.336 0.024

Calculated values
- electronic energy (eV) = -10946.5267
- HOMO-LUMO gap (eV) = 9.682
- spin multiplicity = 1
- relative energy (zero: lowest compared OMol25 entry of this formula, charge and spin) (eV) = 2.740



Record 3
Formula: CH4IN2O
Source: OMol25
Level of theory: the ωB97M-V functional and the def2-TZVPD basis

Each line ends with the Löwdin charge.
Geometry (Å):
N 0.92807 -1.02904 0.98184  0.279
H 0.34022 2.32664 -0.06217  -0.034
N -0.57313 -1.32632 -0.87241  0.361
H 1.86182 -0.72976 0.88097  0.150
H 0.69524 -1.44350 1.81654  0.126
H -1.43316 -0.95093 -1.21770  0.113
C 0.03635 -1.00516 0.05232  -0.132
I -1.39643 2.36500 -1.61128  0.909
O -0.45897 1.79306 0.03191  -0.772

Cartesian forces (eV/Å) of the 3 atoms listed first:
N -1.184 0.819 -1.966
H 0.223 -0.071 0.543
N -1.525 -0.076 -0.786

Calculated values
- electronic energy (eV) = -14220.8806
- net charge = +1
- HOMO-LUMO gap (eV) = 8.557
- spin multiplicity = 1
- relative energy (zero: lowest compared OMol25 entry of this formula, charge and spin) (eV) = 0.547



Record 4
Formula: C37H36N2P2TeTl
Source: OMol25
Level of theory: the ωB97M-V functional and the def2-TZVPD basis

Each line ends with the Löwdin charge.
Geometry (Å):
H -5.03889 3.92417 10.48118  0.113
H 5.13173 0.99496 -2.78070  0.033
H 5.99777 -3.16441 -4.06022  0.103
H -8.73407 2.60595 7.46484  0.111
H 5.34847 -6.10392 -8.03225  0.127
H -7.92357 3.42318 3.01514  0.113
C -5.65259 2.61554 8.90049  -0.097
H -6.54827 3.01377 5.01463  0.114
C 7.24302 -2.07543 -5.46568  -0.398
C 6.22546 -0.20450 -7.54239  -0.378
H 7.80764 2.79002 -7.63990  0.127
H 10.21504 -3.42464 -3.43389  0.129
C 5.62349 0.63511 -3.68197  -0.317
H -8.03186 -2.47548 9.18972  0.122
H -9.06875 4.40421 9.11706  0.114
H -4.69243 2.11760 8.83582  0.102
H 10.62348 -2.02580 -5.42475  0.128
C -6.30184 -4.39336 7.00094  -0.052
H 5.22276 -1.13411 -9.21698  0.112
H -9.69388 1.81943 2.37540  0.113
H -8.72704 -0.61349 5.75598  0.102
C 2.96707 -3.69226 -8.23336  -0.034
H 4.05891 1.18937 -6.61534  0.020
H 3.05019 -5.74299 -8.85298  0.129
H 3.17088 -1.68199 -7.54021  0.098
C 5.77233 -0.27185 -8.86363  -0.049
C 9.37875 -3.04494 -4.00536  -0.015
C -9.08674 1.63317 3.25090  -0.062
C -8.53777 0.26473 5.15146  -0.088
C 4.95037 -2.86227 -7.16122  -0.389
C -5.84620 3.62998 9.82471  -0.065
H 7.00296 2.67664 -9.97220  0.130
C 3.33622 0.85636 -5.87260  -0.317
H -5.17741 -3.56326 5.38687  0.094
H 7.90899 -3.99151 -2.75363  0.126
H 6.49750 0.04092 -3.42251  0.025
P -6.42111 0.86374 6.91979  0.887
C 7.00812 -2.88486 -4.34597  -0.110
C 4.87660 -5.13839 -7.91514  -0.026
H 7.33959 0.94636 -6.08209  0.105
H -7.78579 -0.23324 8.50969  0.124
C -7.07548 4.26966 9.90129  -0.055
H 1.96107 -3.54113 -8.59945  0.125
C -8.08995 2.53427 3.60857  -0.064
H 3.05962 1.67069 -5.20560  0.038
C 6.95840 0.90549 -7.09528  -0.100
C 3.64714 -2.65354 -7.62782  -0.108
H 5.87664 1.46195 -4.33967  0.025
C -7.54752 1.17033 5.52287  -0.447
C -8.11394 3.89998 9.05636  -0.059
C -7.12280 -4.07174 8.08408  -0.034
Tl -4.75510 -0.46419 4.93239  0.783
C -7.92710 2.88556 8.13128  -0.080
C -7.31587 2.30015 4.73229  -0.116
H 8.73021 -1.16072 -6.74030  0.116
H 5.72517 0.71742 -10.75980  0.128
C 9.61122 -2.25521 -5.12212  -0.025
C 6.05910 0.76961 -9.73273  -0.025
P 5.85737 -1.52856 -6.42585  0.949
H 6.57652 -4.26760 -6.93958  0.118
C -7.40517 -2.75570 8.35412  0.004
H -7.22486 5.06359 10.62058  0.115
C -9.30695 0.50025 4.01808  -0.061
C -6.86106 -1.76361 7.52660  -0.388
C 8.54557 -1.76214 -5.86051  -0.051
C -6.69438 2.23667 8.05496  -0.374
C 8.07952 -3.36339 -3.61687  -0.034
H -7.53345 -4.85142 8.71127  0.123
Te 4.23994 -0.63271 -4.66541  1.566
C -5.81268 -3.36200 6.24254  -0.162
N -7.13442 -0.43445 7.76489  -0.111
H -6.05862 -5.41656 6.75829  0.114
C 6.78062 1.86849 -9.28832  -0.012
N -6.08247 -2.06380 6.48261  -0.048
C 7.23225 1.93699 -7.97219  -0.031
C 5.56885 -4.10599 -7.30014  -0.047
C 3.58465 -4.93251 -8.37610  -0.016
H -10.08502 -0.19898 3.74284  0.114
H 2.44822 0.43348 -6.33427  0.026

Cartesian forces (eV/Å) of the 3 atoms listed first:
H 0.004 0.002 0.004
H 0.002 -0.003 -0.002
H 0.018 -0.003 0.001

Calculated values
- electronic energy (eV) = -72475.8637
- net charge = +3
- HOMO-LUMO gap (eV) = 4.787
- spin multiplicity = 1
- relative energy (zero: lowest compared OMol25 entry of this formula, charge and spin) (eV) = 0.120



Record 5
Formula: C27H50I2InN4O3S2
Source: OMol25
Level of theory: the ωB97M-V functional and the def2-TZVPD basis

Each line ends with the Löwdin charge.
Geometry (Å):
H -4.90558 -5.09292 2.12948  0.082
S 3.66019 1.44022 -3.65085  0.884
H -3.14221 5.22480 -2.10373  0.101
H -1.06723 -8.17263 -0.22799  0.092
H 1.38441 -6.36710 -0.33525  0.085
O -1.61259 4.77655 1.90103  -0.019
H 1.27366 -2.21818 -1.34963  0.120
H -5.45280 3.84894 -0.12001  0.082
H 0.37026 2.92672 0.78197  0.067
H -1.53994 1.92913 -0.59541  0.094
H -2.16813 -3.24636 -1.47279  0.115
H 1.52920 4.01301 3.05472  -0.285
H -3.14237 6.70362 0.57493  0.124
C -4.39687 3.56233 -0.15115  -0.048
C 2.43926 0.10530 -3.35758  -0.535
C 5.23939 0.78195 2.61978  -0.805
C 5.71484 2.66863 -1.99588  -0.259
C -1.26518 5.38706 -1.04348  -0.133
H 1.13416 -5.41237 1.11015  0.077
C -3.06185 -4.18754 0.24661  -0.135
H -2.39890 2.94629 -1.75977  0.054
H 6.18922 1.62099 -0.09781  0.082
C -3.86909 -5.38188 2.32551  -0.047
H 4.94252 0.52477 -1.71733  0.095
H -0.28975 -3.92222 -0.14812  0.114
H 6.52531 2.34136 -2.73642  0.103
H -3.91713 5.45770 2.65912  0.075
H 7.34991 3.05303 -0.39595  0.101
H -2.67058 -4.89339 -1.76997  0.103
H -4.55011 6.20874 -0.34046  0.120
N 0.85552 -1.45083 -3.43737  -0.032
I 6.86703 1.54503 3.89793  0.576
H -0.68531 2.73254 -1.90667  0.085
In 3.87043 2.35895 1.70364  0.279
H 3.56239 -2.16596 1.64076  0.064
H -4.15027 3.52810 -1.20876  0.052
I 6.43573 -2.03024 3.32215  0.590
H 5.30870 3.70445 -2.28904  0.108
C 4.55296 1.56969 -2.00537  -0.488
C -3.52758 5.91313 -0.08007  -0.140
H -4.98372 -6.25508 0.22102  0.084
S 2.87877 3.93195 3.37244  0.125
H 0.67006 4.67332 0.76265  0.071
C -3.07361 -5.53191 1.00271  -0.485
C 5.04455 -0.61675 2.37501  -0.843
H 4.50476 4.23075 -0.29955  0.034
H -0.21105 -7.37928 -1.54467  0.085
C -1.20838 4.06409 -0.24768  -0.477
H -4.08392 -3.89586 -0.01876  0.123
C -3.92754 -6.54030 0.19485  -0.048
H 0.91492 3.73151 -0.69115  0.086
C -2.21108 -4.24208 -1.02025  -0.178
C 5.23234 3.63076 0.36476  -0.317
H -3.89196 -6.33162 2.87110  0.088
H 5.76437 4.41712 1.02259  0.038
H -3.67855 -6.58368 -0.86193  0.052
C -3.53957 4.56202 0.66385  -0.486
C 0.26678 3.83744 0.18408  -0.059
H -4.32082 2.54983 0.25563  0.093
C -0.79693 -4.71877 -0.70678  -0.140
H -0.75533 6.17716 -0.47882  0.124
C 0.73505 -6.25461 0.53812  -0.045
H -3.85096 -7.54909 0.61095  0.092
N -2.16168 4.03293 0.90341  -0.041
C -0.73970 -6.03419 0.10132  -0.483
O 2.52874 -0.48805 -2.06363  -0.075
H 0.83832 -7.15990 1.14509  0.088
H -1.92496 -7.16688 -1.40277  0.056
C -2.67978 5.86875 -1.34930  -0.187
H -2.63657 6.86888 -1.79300  0.110
H -5.36856 4.99368 1.79871  0.079
H -4.35488 3.74681 2.52671  0.089
H 2.53946 1.57117 0.78650  -0.052
N -1.69490 -6.05682 1.25021  -0.045
O -1.14844 -5.30367 2.24206  -0.019
H 3.74334 1.84285 -1.23823  0.038
C -1.48739 2.85720 -1.17309  -0.038
C 3.84357 -1.07691 1.41781  -0.196
H -3.45715 -4.61888 2.98892  0.077
C -4.33185 4.70134 1.98974  -0.049
C 1.50890 -1.48599 -2.17908  -0.103
C -1.01483 -7.24951 -0.81378  -0.044
H 4.16494 -0.94671 0.32831  0.067
H -0.24113 -4.82980 -1.64400  0.125
H -0.71105 5.28302 -1.98221  0.124
H 2.90913 -0.45539 1.67072  0.037
N 1.42141 -0.45837 -4.18585  -0.021
C 6.26458 2.71682 -0.46094  -0.281
H -2.67935 -3.39065 0.89527  0.127

Cartesian forces (eV/Å) of the 3 atoms listed first:
H 0.173 -0.080 -0.287
S -0.802 -1.081 0.384
H -0.034 -0.011 0.058

Calculated values
- ⟨S²⟩ = 2.009
- electronic energy (eV) = -83951.4823
- net charge = -1
- HOMO-LUMO gap (alpha / beta) (eV) = 7.139 / 6.345
- spin multiplicity = 3



Record 6
Formula: C4H10IN2S
Source: OMol25
Level of theory: the ωB97M-V functional and the def2-TZVPD basis

Each line ends with the Löwdin charge.
Geometry (Å):
H 0.60704 0.77084 -2.00725  0.104
S -1.21356 2.63256 -0.19991  0.769
C -0.92765 -0.19014 0.00182  -0.635
H -1.65838 2.61620 1.09570  -0.102
H -1.32252 -1.85597 -1.91159  0.078
N -0.47915 -1.75735 -1.33361  0.139
H -0.21308 -2.66122 -0.91015  0.111
C 0.02353 0.18239 1.08948  -0.226
N 0.84683 1.08014 -1.06369  0.045
H 0.39143 -1.50823 -1.87486  0.115
H 1.19061 -1.47110 1.61811  0.063
C -0.23988 1.05135 -0.20846  -0.876
H 1.37799 1.97782 -0.92747  0.136
H -0.59270 0.38513 1.97872  0.133
H 1.85147 -0.21337 2.35837  0.073
H 2.01165 -0.22050 0.62379  0.080
I -3.01790 -0.35937 0.20594  1.000
C 1.36426 -0.45919 1.46505  -0.007

Cartesian forces (eV/Å) of the 3 atoms listed first:
H 0.477 0.905 0.263
S 0.377 -0.598 0.650
C -0.494 -2.001 -0.035

Calculated values
- electronic energy (eV) = -26216.5222
- net charge = +1
- HOMO-LUMO gap (eV) = 7.917
- spin multiplicity = 1
- relative energy (zero: lowest compared OMol25 entry of this formula, charge and spin) (eV) = 1.988